(1)
The following is a DFT calculation (wB97M-V/def2-TZVPD) of C13H12N2S2 in the gas phase.

The geometry in ORCA input format:
```
! wB97M-V def2-TZVPD RIJCOSX def2/J DEFGRID3
* xyz 0 1
C -0.7046 -0.1895 -1.0423
C -1.7376 0.6325 -1.7025
N -2.5371 1.2677 -2.2539
C 0.6927 -0.0212 -1.7192
C 1.4996 -1.1330 -2.0245
C 2.8196 -0.9197 -2.3898
C 3.3067 0.3920 -2.5869
C 4.7492 0.6636 -2.7858
N 5.9189 0.8388 -2.9281
C 2.4284 1.4738 -2.5281
C 1.0832 1.2426 -2.2051
H -0.9650 -1.2469 -0.8449
H 1.1609 -2.1551 -1.9812
H 3.5447 -1.7171 -2.5385
H 2.7702 2.4820 -2.7736
H 0.3745 2.0681 -2.3248
C -2.3516 -0.8121 3.6238
C -3.1206 0.0951 2.6476
S -2.8574 -0.1709 0.8398
C -1.1088 -0.0658 0.5515
S -0.2253 -1.1165 1.7013
C -0.8667 -0.5729 3.3563
H -2.5696 -0.4537 4.6456
H -2.6595 -1.8824 3.5972
H -4.1962 -0.0900 2.7718
H -2.9023 1.1540 2.8862
H -0.6423 0.9351 0.4494
H -0.6290 0.4942 3.5198
H -0.2749 -1.1931 4.0388
*
```

For the HOMO energy, the calculation gives -8.9 eV. For the strongest force on any atom, the calculation gives 4.67 eV Å⁻¹. The energy relative to the best compared isomer or geometry (same formula, charge and spin) is 66.2 kcal/mol. Its structure (SMILES) is N#Cc1ccc([C@H](C#N)C2SCCCS2)cc1. The HOMO-LUMO gap comes out at 8.58 eV. As for the molar mass: 260.39 u.

(2)
The following is a DFT calculation (wB97M-V/def2-TZVPD) of a molecular structure, C13H13As4F24HgN2O5.

The geometry in ORCA input format:
```
! wB97M-V def2-TZVPD RIJCOSX def2/J DEFGRID3
* xyz -2 2
Hg 1.2570 -13.8912 0.1585
As 3.2416 -14.7617 -3.5961
F 2.2432 -14.3622 -2.2058
F 1.8269 -15.5149 -4.4415
F 4.0800 -14.9693 -5.2486
F 4.6640 -14.0798 -2.8517
F 3.5430 -16.4253 -2.9562
F 2.8908 -13.0722 -4.1283
As -0.9235 -12.7807 -3.1093
F 0.6323 -11.8700 -3.3526
F -1.3757 -12.2560 -4.7204
F -2.3630 -13.7086 -2.9714
F -0.4549 -13.4408 -1.5592
F -1.5608 -11.2988 -2.3486
F -0.2627 -14.1978 -3.8701
As -1.9305 -13.1666 2.5083
F -1.4682 -11.5438 1.9058
F -3.2089 -12.4212 3.5099
F -2.2920 -14.8794 3.0246
F -0.7290 -13.8166 1.3826
F -0.6630 -13.0825 3.7556
F -3.1964 -13.1279 1.1773
As -0.9479 -17.0676 -0.7159
F -0.9175 -17.7809 0.9146
F -2.0712 -18.3235 -1.4054
F -0.6970 -16.2141 -2.3071
F 0.3181 -15.8694 -0.1492
F 0.4270 -18.0936 -1.1035
F -2.2854 -15.9280 -0.1934
C 1.6206 -10.7292 -0.2820
O 2.3827 -11.8854 -0.5396
H 2.0687 -9.9145 0.2869
H 1.4203 -10.2781 -1.2538
H 0.7255 -10.9254 0.3082
C 6.9124 -18.0349 -0.8958
C 7.4355 -16.8382 -0.3601
C 6.5457 -15.9471 0.1226
C 5.1704 -16.1645 0.1673
C 4.7171 -17.3961 -0.1797
C 5.5405 -18.3356 -0.8239
N 4.3346 -15.1098 0.7870
O 3.2153 -15.0736 0.3416
O 4.8950 -14.1949 1.4635
H 7.6605 -18.7811 -1.1191
H 8.5070 -16.7810 -0.2374
H 6.8929 -15.1391 0.7496
H 3.6873 -17.7192 -0.2205
H 5.2773 -19.2378 -1.3560
C 2.6105 -13.1169 7.3280
C 2.1478 -14.3700 6.9927
C 2.0266 -14.7087 5.6474
C 2.3334 -13.8388 4.6489
C 2.6734 -12.5296 4.9871
C 2.8328 -12.2003 6.3565
N 2.0817 -14.1751 3.2328
O 1.9793 -15.3147 2.8208
O 2.0971 -13.2821 2.4164
H 2.8700 -13.1294 8.3763
H 1.7633 -15.0234 7.7619
H 1.8081 -15.7402 5.4137
H 2.6875 -11.7628 4.2267
H 3.1133 -11.2316 6.7431
*
```

For the HOMO energy (alpha / beta), the calculation gives -6.3 / -6.3 eV. For the strongest force on any atom, the calculation gives 4.38 eV Å⁻¹. The energy relative to the best compared isomer or geometry (same formula, charge and spin) is 5.3 kcal/mol. The HOMO-LUMO gap (alpha / beta) comes out at 8.38 / 7.03 eV. As for the molar mass: 1233.49 u.

(3)
The following is a DFT calculation (wB97M-V/def2-TZVPD) of a molecular structure, C13H13AuCl2N3S2.

The geometry in ORCA input format:
```
! wB97M-V def2-TZVPD RIJCOSX def2/J DEFGRID3
* xyz 3 3
Au 0.4332 -0.0615 0.7977
Cl 0.9696 -0.0001 3.7449
C 1.3298 1.7467 3.8041
Cl 0.9398 2.5580 2.2663
H 2.3910 1.8609 3.9866
H 0.7234 2.1878 4.5856
S 2.5991 0.1620 0.0329
C 3.0278 -0.8141 -1.3070
N 4.1150 -0.3792 -2.0280
C 4.6332 -1.0550 -3.0458
C 4.0823 -2.2839 -3.4184
C 3.0018 -2.7758 -2.7146
C 2.4625 -2.0336 -1.6584
H 4.5493 0.5012 -1.7583
H 5.4857 -0.6082 -3.5417
H 4.5198 -2.8242 -4.2470
H 2.5702 -3.7336 -2.9754
H 1.6161 -2.3978 -1.0946
N -1.7936 -2.2070 2.0965
C -2.3877 -1.2159 1.4809
N -1.6888 -0.1743 0.9404
C -2.5253 0.7512 0.4346
C -2.1448 1.9865 -0.1597
C -3.1310 2.8168 -0.5867
C -4.5143 2.4573 -0.4608
C -4.9142 1.2511 0.1086
C -3.9224 0.4124 0.5541
S -4.1052 -1.1220 1.3312
H -0.7914 -2.2082 2.2299
H -2.3153 -2.9736 2.5036
H -1.1004 2.2518 -0.2508
H -2.8916 3.7745 -1.0288
H -5.2618 3.1532 -0.8203
H -5.9618 0.9965 0.1985
*
```

For the HOMO energy (alpha / beta), the calculation gives -18.3 / -18.5 eV. For the strongest force on any atom, the calculation gives 0.47 eV Å⁻¹. The HOMO-LUMO gap (alpha / beta) comes out at 8.63 / 5.57 eV. As for the molar mass: 543.28 u.

(4)
The following is a DFT calculation (wB97M-V/def2-TZVPD) of a molecular structure, C13H13BF4N3O8Pd.

The geometry in ORCA input format:
```
! wB97M-V def2-TZVPD RIJCOSX def2/J DEFGRID3
* xyz 1 5
Pd 0.0998 -0.3141 -0.1745
O 0.4977 3.9576 0.3814
C 0.5178 2.8761 -0.1483
O 0.1486 1.7622 0.3905
C 1.0553 2.8034 -1.6016
C 1.6834 3.9080 -2.0974
C 2.1481 3.9089 -3.4178
C 2.0239 2.7963 -4.2561
C 1.4037 1.6988 -3.7592
C 0.8706 1.6336 -2.4158
O 0.2718 0.5800 -2.0713
N 1.2326 0.4844 -4.5853
O 0.1426 0.3335 -5.0805
O 2.1955 -0.2451 -4.6389
N 2.7712 5.1390 -3.9546
O 2.9351 6.0481 -3.1751
O 3.0607 5.1160 -5.1319
H 1.8097 4.7964 -1.4922
H 2.4123 2.8304 -5.2658
O -2.0513 -0.5557 0.1401
C -2.5768 -0.5380 1.2945
C -4.0508 -0.8112 1.4107
C -4.8659 0.3856 1.9665
C -4.0565 1.4607 2.6958
C -3.3474 0.9775 3.9601
C -2.5048 -0.2852 3.7309
N -1.8939 -0.3107 2.4023
H -4.1547 -1.6847 2.0571
H -4.4117 -1.0908 0.4244
H -5.6310 -0.0051 2.6394
H -5.3895 0.8617 1.1388
H -4.7286 2.2739 2.9680
H -3.3218 1.8831 2.0040
H -4.0790 0.7593 4.7396
H -2.7138 1.7833 4.3341
H -3.1239 -1.1758 3.8353
H -1.7092 -0.3584 4.4674
H -0.9069 -0.1268 2.3277
F 1.9964 -2.7780 3.1505
B 2.4016 -3.1402 1.9436
F 0.9174 -1.6141 0.9560
F 3.4872 -2.5913 1.4277
F 1.8075 -4.1435 1.3250
*
```

For the HOMO energy (alpha / beta), the calculation gives -14.1 / -14.3 eV. For the strongest force on any atom, the calculation gives 2.32 eV Å⁻¹. The energy relative to the best compared isomer or geometry (same formula, charge and spin) is 30.6 kcal/mol. The HOMO-LUMO gap (alpha / beta) comes out at 9.68 / 6.02 eV. As for the molar mass: 532.48 u.

(5)
The following is a DFT calculation (wB97M-V/def2-TZVPD) of a molecular structure, C13H13Cl5F5MnN3O2PS3Te.

The geometry in ORCA input format:
```
! wB97M-V def2-TZVPD RIJCOSX def2/J DEFGRID3
* xyz -1 6
Mn -0.7500 0.7913 -0.0094
S 1.8226 2.9430 3.0498
C 0.8062 2.1994 1.9784
S 0.0323 0.6766 2.2227
S 0.4241 2.7816 0.3928
Cl -7.9462 -0.5011 0.3634
C -6.2200 -0.5428 0.3271
C -5.4788 0.6141 0.5396
Cl -6.2905 2.1040 0.8555
C -4.0934 0.5793 0.5043
Cl -3.1822 2.0166 0.8067
C -3.3706 -0.6068 0.2410
O -2.0820 -0.6660 0.1915
C -4.1579 -1.7709 0.0531
Cl -3.3296 -3.2582 -0.2139
C -5.5423 -1.7368 0.0909
Cl -6.4416 -3.1889 -0.1564
C 4.9753 -0.2484 1.4363
N 4.9360 0.8016 0.3306
C 5.4316 0.1544 -0.9537
N 4.6723 -0.9969 -1.2808
C 4.7182 -1.9613 -0.1812
N 4.2366 -1.4024 1.0785
C 2.7750 -1.1933 1.0712
P 2.2191 -0.1350 -0.3311
C 3.5159 1.2871 0.1373
C 3.2890 -0.7096 -1.7202
H 4.5653 0.2232 2.3287
H 6.0307 -0.4933 1.5820
H 5.5573 1.5725 0.5857
H 6.4766 -0.1143 -0.7793
H 5.3620 0.9102 -1.7354
H 5.7564 -2.2794 -0.0466
H 4.1040 -2.8200 -0.4414
H 2.4738 -0.7121 2.0038
H 2.2736 -2.1563 1.0152
H 3.2039 1.7752 1.0607
H 3.5267 2.0236 -0.6668
H 3.3201 0.0686 -2.4869
H 2.8655 -1.6027 -2.1740
F 1.8556 -3.1755 -0.9914
Te 0.0172 -2.7294 -1.2528
F -0.1365 -4.6046 -1.6602
F -1.2244 1.2792 -1.6866
F 0.0215 -3.1902 0.6413
F 0.7482 -2.4201 -3.0500
O 0.7505 -0.7620 -0.6834
*
```

For the HOMO energy (alpha / beta), the calculation gives -4.4 / -5.5 eV. For the strongest force on any atom, the calculation gives 0.18 eV Å⁻¹. The energy relative to the best compared isomer or geometry (same formula, charge and spin) is 0.0 kcal/mol. The HOMO-LUMO gap (alpha / beta) comes out at 5.82 / 6.93 eV. As for the molar mass: 825.23 u.

(6)
The following is a DFT calculation (wB97M-V/def2-TZVPD) of a molecular structure, C13H13N2O4Re.

The geometry in ORCA input format:
```
! wB97M-V def2-TZVPD RIJCOSX def2/J DEFGRID3
* xyz 3 2
Re 0.0000 0.0000 0.0000
O 1.1366 1.6832 3.4082
C 0.7366 1.3302 2.1795
O 0.5891 0.1771 1.7956
C 0.5084 2.4212 1.2363
C 0.9062 3.7376 1.3113
C 0.8138 4.4924 0.1328
C 0.3989 3.8873 -1.0668
C 0.0189 2.5597 -1.0062
N -0.0083 1.8859 0.1373
C -0.2130 1.6027 -2.1072
O -0.5324 2.1184 -3.3101
O -0.0932 0.4067 -1.8583
H 1.2424 0.8216 3.8661
H 1.3245 4.1491 2.2224
H 1.1394 5.5309 0.1325
H 0.4466 4.4359 -1.9986
H -0.7500 3.0668 -3.3110
C -6.2103 -0.1122 1.1577
C -4.7344 -0.0854 0.8821
C -3.7552 -0.2984 1.9784
C -2.4406 -0.2689 1.7017
N -1.9847 -0.0355 0.3683
C -2.8137 0.1531 -0.6062
C -4.2764 0.1323 -0.3646
H -6.4103 -0.3029 2.2332
H -6.6893 -0.9171 0.5612
H -6.6616 0.8644 0.8826
H -4.0917 -0.4765 2.9952
H -1.7165 -0.4232 2.4948
H -2.4358 0.3278 -1.6077
H -4.9615 0.2922 -1.1922
H 1.6955 0.0304 -0.3147
*
```

For the HOMO energy (alpha / beta), the calculation gives -19.6 / -19.5 eV. For the strongest force on any atom, the calculation gives 7.25 eV Å⁻¹. The HOMO-LUMO gap (alpha / beta) comes out at 5.46 / 5.71 eV. As for the molar mass: 447.46 u.